[1]
222
Properties=species:S:1:pos:R:3:forces:R:3 method="wB97M-V/def2-TZVPD" lumo_ev=0.330 energy_ev=-112130.386 gap_ev=8.74 spin_multiplicity=1 fmax_ev_per_a=3.8
C 1.230271 -6.373479 -9.524093 0.3 -0.5 -2.1
O 1.977471 -6.044679 -10.759853 -0.5 1.4 1.5
C 2.338781 -4.646379 -10.765233 2.2 -0.4 -1.7
C 3.000441 -4.246459 -12.192413 -1.0 -0.8 0.8
N 2.039781 -4.149109 -13.268143 -0.8 1.5 -0.7
C 0.933441 -3.167489 -13.054213 0.4 -1.1 -0.4
C 0.123041 -2.767359 -14.300593 0.0 -1.4 -0.5
O -0.728339 -1.785419 -13.886943 -2.5 2.6 1.1
C -1.958699 -1.521199 -14.619683 1.4 0.1 -0.2
H 1.275021 -7.462389 -9.543413 -0.1 0.1 0.5
H 0.194731 -6.070699 -9.679273 -0.1 0.1 0.2
H 1.612801 -5.959569 -8.591113 0.4 0.1 -0.2
H 3.159021 -4.479279 -10.067103 0.0 -0.1 0.5
H 1.529851 -3.966909 -10.496803 -0.3 -0.2 -0.2
H 3.751481 -4.932869 -12.583423 -0.2 -0.8 0.7
H 3.650021 -3.374799 -12.112663 -0.7 0.7 0.3
H 1.606921 -5.047739 -13.426943 0.2 -0.2 0.0
H 1.314601 -2.269039 -12.568823 0.0 0.0 0.0
H 0.186811 -3.656509 -12.428513 -0.1 0.4 0.5
H -0.534499 -3.586169 -14.592663 0.4 -0.8 -0.3
H 0.690701 -2.469279 -15.182083 0.5 0.0 0.0
H -1.661609 -1.295809 -15.643903 -0.3 -0.3 -0.3
H -2.466409 -0.625679 -14.261413 0.6 0.1 0.5
H -2.719109 -2.300339 -14.566523 0.4 -0.5 0.0
C -6.175599 -11.722669 -9.309533 0.4 1.1 -0.1
O -6.439999 -10.451659 -8.691263 0.7 0.4 -0.4
C -5.254099 -9.596629 -8.652593 0.0 -0.6 -0.4
C -5.525129 -8.103379 -8.787093 -1.7 0.8 1.2
N -6.090009 -7.566709 -7.536583 0.5 -0.8 0.5
C -7.395419 -8.094869 -7.203363 0.8 0.1 1.1
C -7.765759 -7.574299 -5.848883 -1.2 0.3 0.3
O -8.425049 -6.318429 -5.995473 -0.2 0.0 0.8
C -8.645679 -5.648349 -4.748963 0.6 0.5 -1.0
H -5.463519 -12.298869 -8.718753 -0.3 -0.3 0.3
H -5.676509 -11.558989 -10.264633 0.0 0.0 -0.3
H -7.116149 -12.233209 -9.516443 0.1 0.0 0.4
H -4.594739 -9.879759 -9.473083 0.0 -0.1 -0.2
H -4.695949 -9.797559 -7.738153 -0.1 0.1 0.2
H -6.292889 -7.920199 -9.538823 0.2 -0.3 -0.8
H -4.651819 -7.489369 -9.007123 0.2 -0.5 -0.2
H -6.192639 -6.567579 -7.430163 0.6 0.2 -0.7
H -7.375519 -9.164709 -6.995653 0.2 -0.1 -1.0
H -8.138909 -7.779079 -7.935213 -0.4 -0.5 -0.1
H -6.937429 -7.504869 -5.143803 0.4 0.1 -0.3
H -8.424839 -8.329029 -5.419823 -0.6 0.2 0.3
H -7.684249 -5.303319 -4.368553 0.2 -0.3 0.4
H -9.187749 -6.232089 -4.004973 0.0 -0.2 -0.1
H -9.173599 -4.721439 -4.973093 -0.3 -0.2 -0.1
C -4.696449 -1.381479 4.277747 0.1 0.4 -0.9
O -4.643899 -0.100499 3.592077 -0.5 -1.2 0.2
C -5.636339 -0.095139 2.557357 0.2 1.1 -0.8
C -5.600279 1.286131 1.805397 -0.1 -0.8 1.3
N -4.355749 1.430411 1.065967 -0.8 0.3 -0.3
C -4.253949 2.720441 0.369847 0.6 -0.1 0.0
C -3.927149 3.930871 1.258617 -1.7 0.1 -0.9
O -5.193169 4.464881 1.836737 1.3 -0.3 -0.6
C -4.905939 5.241001 2.979977 0.5 -0.6 0.9
H -3.994529 -1.484249 5.105307 -0.2 0.8 0.1
H -4.389919 -2.185949 3.609197 -0.1 -0.1 -0.4
H -5.727289 -1.577009 4.573077 0.0 0.0 0.3
H -6.625819 -0.373669 2.919927 -0.3 0.6 0.6
H -5.492029 -0.892589 1.828417 0.8 -0.1 -0.3
H -5.686599 2.116231 2.506537 -0.2 -0.1 0.5
H -6.474269 1.404061 1.164817 0.1 -0.4 -0.3
H -3.624049 1.465341 1.761307 0.3 -0.4 0.1
H -5.094999 2.988631 -0.269543 -0.4 -0.4 0.3
H -3.457119 2.515521 -0.345113 0.4 0.7 0.0
H -3.514069 4.700681 0.606807 0.1 0.3 0.1
H -3.161969 3.634171 1.975947 -0.3 0.2 0.6
H -5.719109 5.775511 3.471047 -0.6 0.0 -1.0
H -4.105219 5.960671 2.809667 0.2 0.0 -0.1
H -4.625499 4.525351 3.752827 0.6 0.1 0.4
C -0.139859 -1.286309 9.839137 0.3 -1.2 0.5
O -1.256519 -0.457699 9.914457 -0.5 1.4 -0.7
C -1.089439 0.757571 10.663247 -0.3 -0.1 -0.2
C -2.419879 1.554981 10.729267 0.4 -1.2 -0.6
N -3.026949 1.929961 9.446217 -0.6 0.6 1.0
C -4.479029 2.237571 9.644327 0.8 0.7 -1.2
C -4.756939 3.687261 10.215037 -0.1 -2.1 -0.4
O -6.167359 3.780531 10.288917 -0.6 0.3 0.1
C -6.684159 4.840411 11.080877 0.8 0.1 0.3
H 0.843061 -0.860279 9.637997 -0.1 0.8 0.1
H -0.260549 -2.046409 9.067267 -0.5 0.2 -0.2
H -0.084759 -1.852659 10.768827 0.4 -0.1 0.3
H -0.294579 1.393351 10.273257 0.2 -0.1 -0.5
H -0.750239 0.454361 11.653747 -0.3 0.3 0.4
H -2.274739 2.477931 11.290687 0.1 -0.2 0.3
H -3.120599 0.884911 11.227357 -0.1 0.1 0.6
H -2.892749 1.226691 8.733817 -0.1 -0.2 0.2
H -5.062579 1.496241 10.190227 0.3 -0.1 0.6
H -4.876319 2.167811 8.631707 -0.3 0.4 0.0
H -4.294259 4.384791 9.516827 -0.1 0.4 0.2
H -4.319309 3.741831 11.211837 0.1 0.3 0.1
H -6.347279 4.780871 12.115807 0.3 -0.3 0.2
H -7.770569 4.841261 11.169247 0.0 -0.3 -0.7
H -6.327979 5.806271 10.722627 -0.2 0.2 -0.3
C 8.494921 -6.781569 -4.496983 -0.6 -0.4 0.1
O 7.520741 -7.433889 -3.697093 -0.5 -0.2 0.5
C 7.083031 -6.727619 -2.526213 0.6 -0.3 0.5
C 6.092861 -7.619309 -1.684173 0.7 2.3 -1.9
N 6.702791 -8.837389 -1.317803 -0.1 -1.3 1.1
C 5.773351 -9.850579 -0.777393 0.1 -1.7 -0.7
C 6.445501 -11.266909 -0.605573 0.7 0.8 -0.6
O 6.682401 -11.924029 -1.857723 -0.5 0.0 -1.1
C 7.119711 -13.285459 -1.774723 -0.1 0.6 1.3
H 8.157481 -5.775209 -4.744913 0.2 0.2 0.0
H 8.577381 -7.356669 -5.419243 -0.1 0.0 0.0
H 9.483351 -6.787469 -4.037553 0.0 0.3 0.3
H 6.630631 -5.773049 -2.794973 -0.5 0.0 -0.2
H 7.960661 -6.428789 -1.953013 0.3 -0.3 0.4
H 5.272181 -7.656679 -2.400543 -0.7 -0.7 0.0
H 5.730201 -7.028839 -0.842803 0.2 -0.1 0.2
H 7.190481 -9.194769 -2.126843 0.0 -0.3 -0.1
H 4.900031 -9.991459 -1.414223 -0.2 0.0 -0.5
H 5.318231 -9.611679 0.183807 0.6 0.5 0.2
H 5.922181 -11.960769 0.052307 -0.4 0.3 0.2
H 7.412351 -11.015699 -0.169463 0.3 -0.3 0.4
H 7.221051 -13.883989 -2.680033 0.0 1.1 -0.7
H 6.393651 -13.873209 -1.213043 0.0 0.0 0.6
H 8.086561 -13.255659 -1.272323 0.1 -0.5 0.2
C 1.502221 10.600581 1.983307 -0.5 -1.2 0.8
O 1.734901 9.159881 1.972547 1.1 1.6 -0.2
C 3.145981 8.825781 1.972077 -0.9 -1.3 -0.4
C 3.230621 7.505711 1.166367 0.1 1.3 0.8
N 2.769551 7.725761 -0.192503 0.8 -0.7 0.4
C 2.470101 6.424151 -0.754313 0.1 0.1 -2.0
C 2.061881 6.586001 -2.247923 -0.5 0.3 1.4
O 0.947921 7.469291 -2.287893 -0.1 -0.3 -1.6
C 0.699751 7.801441 -3.673073 -0.7 0.5 1.2
H 1.444321 10.963771 3.009387 0.3 0.0 0.3
H 0.491701 10.753241 1.604297 0.2 0.0 -0.5
H 2.266041 11.182871 1.467907 -0.1 -0.2 -0.3
H 3.524191 8.629201 2.975277 -0.2 0.2 0.3
H 3.753201 9.618531 1.535147 -0.1 0.0 -0.3
H 2.609701 6.758211 1.660127 -0.3 -0.1 0.4
H 4.239931 7.103671 1.254417 0.2 0.1 -0.5
H 1.885681 8.205971 -0.101553 -0.1 0.3 -0.1
H 1.726951 5.914301 -0.141213 -0.5 -0.2 -0.3
H 3.328431 5.752421 -0.766943 0.4 0.2 0.2
H 1.799531 5.627711 -2.696223 0.0 -0.2 0.0
H 2.827851 7.064291 -2.858363 0.6 -0.2 0.3
H 0.502411 6.943681 -4.316023 0.1 -0.3 0.2
H 1.512101 8.388581 -4.101403 0.2 0.0 0.1
H -0.198149 8.418941 -3.649053 0.0 0.0 -0.2
C -2.011169 -0.596929 -6.768253 0.3 0.7 -0.1
O -2.389689 -1.461469 -5.743763 -0.7 -2.0 -1.8
C -2.249579 -1.101079 -4.427253 -0.4 1.4 0.0
C -0.815029 -1.078669 -3.980343 -0.8 -0.4 2.0
N -0.818479 -1.325479 -2.487703 0.4 -0.5 -1.9
C 0.519501 -1.185859 -1.937623 -1.0 0.4 1.2
C 0.515251 -1.148519 -0.389483 0.1 0.9 -0.2
O 0.158421 0.139481 0.082357 -0.3 1.1 -0.8
C 0.251391 0.376161 1.469497 -0.4 -0.3 -0.5
H -0.958709 -0.651769 -7.046503 0.4 0.0 0.5
H -2.262199 0.424921 -6.483793 0.1 0.3 -0.1
H -2.493869 -0.812319 -7.721513 -0.6 -0.4 0.4
H -2.911059 -1.716759 -3.817753 0.3 -0.4 -0.1
H -2.665079 -0.095639 -4.359833 -0.1 0.5 0.5
H -0.416189 -0.094949 -4.227983 0.5 0.0 0.0
H -0.290929 -1.864629 -4.524103 0.3 0.0 0.3
H -1.544209 -0.770619 -2.056963 0.3 0.4 0.2
H 0.965021 -0.256989 -2.293743 0.5 0.2 0.1
H 1.104631 -2.035819 -2.288763 0.1 0.0 0.1
H 1.541971 -1.293489 -0.053433 0.0 -0.8 0.2
H -0.251669 -1.793789 0.038957 0.5 -0.9 -0.1
H 1.286481 0.481931 1.794277 0.1 0.0 0.1
H -0.249209 -0.419159 2.021737 0.1 -0.2 0.2
H -0.310149 1.290131 1.662957 0.2 0.1 0.0
C 3.354781 8.556701 10.060217 0.1 0.8 1.4
O 3.718261 9.817551 10.748427 -1.7 -0.5 -1.4
C 2.511151 10.634511 10.970657 0.6 -1.2 -0.1
C 2.876361 11.654081 11.991237 0.5 0.5 0.5
N 1.866921 12.687591 12.194387 -0.3 1.5 -0.1
C 2.242711 13.780091 13.109947 2.1 -0.9 0.5
C 3.649281 14.488031 12.885887 -1.9 -0.1 -0.4
O 4.772901 13.672111 13.135857 -0.7 0.7 0.2
C 5.972211 14.387631 13.322647 0.4 -0.9 1.2
H 4.244611 7.944841 9.912087 0.1 0.3 0.3
H 2.847671 8.596101 9.096167 0.0 0.9 -0.2
H 2.656031 8.065701 10.737537 0.1 -0.4 0.0
H 1.712531 9.990481 11.338777 -0.2 -0.1 -0.1
H 2.181401 11.125431 10.055027 0.1 -0.1 -0.3
H 3.860941 11.992761 11.668777 0.1 0.5 0.2
H 3.005021 11.184321 12.966367 0.2 -0.2 0.0
H 1.642591 13.228211 11.371287 0.0 -0.7 -0.8
H 2.273231 13.358501 14.114647 0.0 0.1 0.2
H 1.506891 14.584111 13.124377 -0.2 -0.2 -0.3
H 3.533731 15.400841 13.470297 0.8 0.0 0.8
H 3.672371 14.904281 11.878767 0.2 -0.3 -0.6
H 6.292681 15.011891 12.488567 -0.1 -0.1 -0.1
H 6.690511 13.618931 13.607637 0.4 -0.1 -0.9
H 5.995081 14.934341 14.265337 -0.6 0.8 -0.1
C 7.631431 0.472211 8.442667 -0.8 -0.6 0.3
O 8.320321 1.060881 7.400087 0.9 0.3 -1.2
H 7.939801 -0.556259 8.630427 0.5 0.0 0.4
H 7.731261 1.127051 9.308307 -0.5 -0.4 0.4
H 6.605551 0.325961 8.104597 -0.2 0.6 0.3
H 9.241121 1.101291 7.668597 0.1 0.1 -0.2
C -6.324699 5.263981 -9.732273 -0.4 -0.5 -0.1
O -5.256789 5.986611 -10.255583 0.9 0.5 -0.6
H -7.235919 5.823221 -9.944473 -0.4 -0.2 0.6
H -6.419809 4.306171 -10.243793 0.2 0.0 -0.2
H -6.123869 5.040071 -8.684593 -0.6 0.1 0.3
H -5.347009 6.880311 -9.916803 0.2 0.1 -0.1
C 8.189701 0.908691 0.837427 0.6 0.2 -1.7
O 7.335961 0.465161 1.834057 -0.4 0.1 0.7
H 9.133231 0.364161 0.800807 0.1 -0.2 0.1
H 7.698961 0.778161 -0.127063 -0.1 -0.4 0.0
H 8.435031 1.970341 0.808807 -0.1 0.3 0.7
H 7.702011 0.747841 2.675307 -0.1 -0.1 0.2
C 0.893441 -7.276139 3.783677 -0.3 -0.1 -1.5
O 0.209101 -8.134739 2.828387 0.5 -0.2 0.9
H 0.193661 -6.456069 3.944617 0.5 0.3 0.7
H 1.219681 -7.787029 4.689567 -0.7 -0.3 -0.1
H 1.813661 -6.947299 3.300807 0.1 0.5 0.1
H -0.049849 -7.556299 2.107307 0.0 -0.1 -0.1
C -2.016359 -7.364269 -2.501213 -0.7 -1.8 -0.1
O -1.020419 -6.603529 -1.917893 0.3 1.1 0.4
H -2.352339 -7.036599 -3.485013 0.4 0.0 -0.2
H -1.617569 -8.378639 -2.512093 0.1 -0.1 -0.7
H -2.923829 -7.523089 -1.918663 -0.2 0.6 0.5
H -1.303739 -5.688039 -1.974653 0.2 0.2 0.2

---

[2]
14
Properties=species:S:1:pos:R:3:forces:R:3 method="wB97M-V/def2-TZVPD" lumo_ev=0.749 energy_ev=-8371.101 relative_energy_kj_mol=210.5 gap_ev=9.81 spin_multiplicity=1 smiles="C=CC(=C)O.O" fmax_ev_per_a=1.9
C -0.640420 -0.662423 2.229644 0.4 -1.1 0.4
C -0.443718 -0.437473 0.939956 -0.7 1.4 -1.1
O -0.993147 0.648571 0.291063 -0.3 -0.1 0.1
C 0.344360 -1.217536 -0.028949 0.2 -0.5 1.2
C 0.594303 -0.844122 -1.270873 0.1 0.2 -0.2
H -1.351485 -0.177371 2.881549 0.1 0.5 -0.2
H -0.089425 -1.467857 2.693565 -0.1 -0.2 0.0
H -1.588641 1.143197 0.869108 0.2 -0.2 0.0
H 0.708303 -2.151493 0.388806 0.2 0.0 -0.2
H 0.185790 0.079736 -1.652087 0.0 -0.5 0.1
H 1.239869 -1.393949 -1.939949 -0.1 -0.2 0.0
H 0.228078 1.518534 -1.960012 0.2 0.7 0.2
H 1.267488 2.532505 -1.413134 0.0 -0.2 0.1
O 0.538646 2.429683 -2.028689 -0.2 0.2 -0.4